# C14H32AlF6O18S6

A molecular structure, C14H32AlF6O18S6 (ωB97M-V with the def2-TZVPD basis set, the OMol25 dataset).

Each line ends with the Löwdin charge.
Geometry (Å):
Al1 -18.540 17.782 21.022  1.458
C1 -23.885 16.626 22.295  -0.665
F1 -24.254 17.892 22.335  0.163
F2 -23.650 16.093 23.462  0.196
F3 -24.924 15.992 21.742  0.156
S1 -22.404 16.435 21.114  0.564
O1 -22.767 17.162 19.915  -0.228
O2 -21.205 17.025 21.738  -0.307
O3 -22.203 14.999 20.927  -0.193
C2 -14.424 19.693 23.951  -0.694
F4 -14.259 20.005 25.219  0.185
F5 -13.833 20.550 23.161  0.185
F6 -13.926 18.489 23.736  0.168
S2 -16.267 19.645 23.603  0.570
O4 -16.405 18.950 22.313  -0.314
O5 -16.805 18.868 24.714  -0.225
O6 -16.700 21.028 23.477  -0.226
O7 -21.697 20.457 18.063  -0.256
S3 -21.572 20.492 19.505  0.665
O8 -20.670 19.601 20.203  -0.357
O9 -21.206 22.013 20.017  -0.274
C3 -21.880 23.062 19.297  -0.272
C4 -20.947 24.252 19.142  -0.045
C5 -23.238 20.375 20.252  -0.074
H1 -22.796 23.355 19.821  0.121
H2 -22.265 22.706 18.340  0.112
H3 -20.189 23.955 18.415  0.063
H4 -20.353 24.449 20.033  0.067
H5 -21.531 25.109 18.819  0.091
H6 -23.538 19.331 20.264  0.038
H7 -23.922 21.034 19.723  0.077
H8 -23.166 20.744 21.274  0.081
O10 -18.827 18.311 18.167  -0.364
S4 -18.920 18.158 16.705  0.660
O11 -19.926 17.309 16.126  -0.239
O12 -19.163 19.610 16.042  -0.246
C6 -18.674 20.825 16.591  -0.281
C7 -19.485 21.941 15.965  -0.044
C8 -17.262 17.804 16.102  -0.081
H9 -17.600 20.902 16.392  0.123
H10 -18.778 20.861 17.677  0.077
H11 -19.039 22.921 16.135  0.083
H12 -20.500 21.960 16.353  0.067
H13 -19.427 21.751 14.892  0.088
H14 -16.741 18.757 16.067  0.070
H15 -17.305 17.331 15.125  0.083
H16 -16.822 17.153 16.851  0.036
O13 -14.380 15.552 19.205  -0.244
S5 -15.753 15.170 19.055  0.662
O14 -16.821 15.938 19.663  -0.369
O15 -16.042 15.109 17.427  -0.275
C9 -15.256 14.166 16.712  -0.298
C10 -14.963 14.776 15.341  -0.058
C11 -16.032 13.407 19.466  -0.079
H17 -15.781 13.247 16.418  0.127
H18 -14.365 13.766 17.195  0.119
H19 -14.617 15.805 15.437  0.082
H20 -15.806 14.755 14.652  0.082
H21 -14.193 14.156 14.878  0.088
H22 -17.002 13.195 19.024  0.082
H23 -16.051 13.335 20.552  0.078
H24 -15.215 12.791 19.105  0.073
O16 -18.267 22.448 19.219  -0.269
S6 -17.772 21.962 20.478  0.644
O17 -17.955 20.572 20.834  -0.343
O18 -16.183 22.290 20.588  -0.240
C12 -15.755 23.559 20.084  -0.268
C13 -14.300 23.648 20.528  -0.060
C14 -18.425 23.015 21.777  -0.080
H25 -16.263 24.451 20.455  0.118
H26 -15.799 23.630 18.996  0.122
H27 -13.867 24.629 20.333  0.086
H28 -13.646 22.914 20.056  0.083
H29 -14.221 23.447 21.597  0.081
H30 -19.508 22.927 21.761  0.067
H31 -18.189 24.032 21.459  0.067
H32 -17.918 22.848 22.723  0.062

Output
- total energy (eV) = -139789.7845
- HOMO-LUMO gap (eV) = 3.1
- total charge = +1